[1]
Molecular formula: C42H101O24P3
Method: DFT, ωB97M-V/def2-TZVPD

Summary:
- structure (SMILES) = CCOP(=O)(OCC)OCC.CCOP(=O)(OCC)OCC.CCOP(=O)(OCC)OCC.COCCOCCOC.COCCOCCOC.COCCOCCOC.COCCOCCOC
- E_tot (eV) = -122199.4018
- frontier orbital gap (eV) = 9.8

CARTESIAN COORDINATES (ANGSTROEM)
C  -4.906  15.449  -18.810
C  -6.173  15.058  -18.096
O  -6.649  16.195  -17.336
P  -7.425  15.931  -15.998
O  -6.701  15.135  -15.003
O  -7.907  17.331  -15.466
C  -7.065  18.124  -14.611
C  -6.521  19.287  -15.456
O  -8.796  15.309  -16.501
C  -9.657  14.715  -15.508
C  -10.975  15.459  -15.467
H  -4.044  15.188  -18.202
H  -4.778  14.814  -19.699
H  -4.846  16.413  -19.312
H  -6.949  14.822  -18.827
H  -6.007  14.185  -17.470
H  -7.699  18.436  -13.786
H  -6.224  17.538  -14.239
H  -5.829  19.907  -14.893
H  -5.960  18.806  -16.261
H  -7.373  19.800  -15.898
H  -9.869  13.684  -15.786
H  -9.197  14.771  -14.523
H  -11.578  15.151  -14.609
H  -10.793  16.529  -15.309
H  -11.598  15.420  -16.361
C  -9.597  17.159  -23.951
C  -10.226  18.534  -24.156
O  -9.452  19.563  -23.504
P  -9.592  19.749  -21.942
O  -10.845  19.321  -21.324
O  -8.314  18.943  -21.450
C  -7.830  19.172  -20.126
C  -8.556  18.404  -19.033
O  -9.150  21.238  -21.687
C  -9.706  22.370  -22.349
C  -11.211  22.278  -22.562
H  -9.839  16.838  -22.933
H  -10.183  16.459  -24.556
H  -8.536  17.086  -24.159
H  -10.197  18.760  -25.219
H  -11.233  18.529  -23.745
H  -6.774  18.898  -20.081
H  -7.823  20.238  -19.877
H  -8.748  17.359  -19.280
H  -7.892  18.388  -18.166
H  -9.506  18.865  -18.765
H  -9.454  23.259  -21.770
H  -9.208  22.529  -23.310
H  -11.381  21.525  -23.338
H  -11.678  21.913  -21.650
H  -11.649  23.186  -22.968
C  -3.124  12.768  -17.403
C  -3.202  12.425  -18.875
O  -4.623  12.313  -19.086
P  -5.156  11.816  -20.489
O  -4.296  12.251  -21.579
O  -6.646  12.293  -20.464
C  -7.393  12.672  -21.626
C  -6.909  13.988  -22.202
O  -5.249  10.247  -20.277
C  -4.880  9.374  -21.361
C  -3.994  8.279  -20.788
H  -2.157  13.032  -16.966
H  -3.848  13.463  -16.991
H  -3.331  11.814  -16.902
H  -2.696  13.075  -19.589
H  -2.716  11.457  -19.040
H  -7.365  11.876  -22.373
H  -8.440  12.773  -21.339
H  -7.616  14.402  -22.917
H  -6.678  14.708  -21.418
H  -5.970  13.786  -22.722
H  -5.774  8.867  -21.732
H  -4.395  9.926  -22.162
H  -3.751  7.535  -21.546
H  -3.017  8.660  -20.468
H  -4.462  7.890  -19.885
C  -10.995  11.014  -15.119
O  -12.033  11.530  -15.894
C  -13.168  11.864  -15.162
C  -14.389  12.093  -16.016
O  -15.408  12.522  -15.143
C  -16.692  12.257  -15.611
C  -17.737  12.783  -14.666
O  -17.842  14.185  -14.773
C  -18.925  14.682  -14.039
H  -10.514  11.771  -14.475
H  -10.225  10.680  -15.813
H  -11.303  10.232  -14.415
H  -13.005  12.704  -14.469
H  -13.418  11.023  -14.490
H  -14.664  11.155  -16.525
H  -14.249  12.794  -16.852
H  -16.900  11.170  -15.639
H  -16.895  12.596  -16.635
H  -17.447  12.571  -13.626
H  -18.691  12.276  -14.859
H  -18.869  15.764  -13.938
H  -18.897  14.275  -13.014
H  -19.897  14.407  -14.466
C  -10.048  22.007  -17.907
O  -9.259  23.174  -17.909
C  -7.924  22.876  -17.619
C  -7.030  24.083  -17.819
O  -5.700  23.846  -17.452
C  -5.478  23.651  -16.073
C  -3.992  23.805  -15.798
O  -3.601  25.136  -15.635
C  -3.838  25.697  -14.364
H  -11.097  22.269  -17.759
H  -9.736  21.338  -17.099
H  -10.014  21.524  -18.889
H  -7.497  22.015  -18.156
H  -7.875  22.575  -16.559
H  -7.472  24.957  -17.314
H  -7.068  24.387  -18.869
H  -5.856  22.686  -15.715
H  -6.052  24.395  -15.501
H  -3.441  23.336  -16.611
H  -3.794  23.218  -14.885
H  -3.425  26.700  -14.395
H  -3.271  25.196  -13.561
H  -4.896  25.605  -14.105
C  -7.763  11.821  -17.156
O  -8.311  10.579  -17.565
C  -9.145  10.772  -18.677
C  -9.532  9.422  -19.209
O  -10.379  9.595  -20.303
C  -11.024  8.440  -20.797
C  -11.799  7.593  -19.796
O  -12.338  6.440  -20.408
C  -13.522  6.719  -21.122
H  -8.484  12.411  -16.594
H  -7.293  12.359  -17.985
H  -6.899  11.567  -16.535
H  -8.696  11.403  -19.457
H  -10.022  11.371  -18.379
H  -10.054  8.915  -18.385
H  -8.630  8.805  -19.342
H  -10.311  7.808  -21.350
H  -11.693  8.796  -21.586
H  -12.618  8.144  -19.319
H  -11.097  7.291  -19.019
H  -14.216  7.328  -20.535
H  -14.033  5.774  -21.309
H  -13.300  7.174  -22.090
C  -6.375  16.805  -9.804
O  -5.209  17.038  -9.043
C  -4.150  16.240  -9.485
C  -4.033  14.897  -8.818
O  -5.026  13.947  -9.117
C  -4.865  13.317  -10.381
C  -6.242  12.741  -10.755
O  -6.135  11.949  -11.912
C  -6.260  12.693  -13.105
H  -6.231  16.973  -10.878
H  -7.172  17.450  -9.437
H  -6.730  15.774  -9.694
H  -3.216  16.761  -9.230
H  -4.063  16.204  -10.580
H  -4.002  15.047  -7.735
H  -3.036  14.473  -9.030
H  -4.202  12.459  -10.246
H  -4.574  14.051  -11.135
H  -6.913  13.589  -10.925
H  -6.549  12.076  -9.950
H  -5.414  13.367  -13.283
H  -7.143  13.344  -13.087
H  -6.359  12.002  -13.938

=====

[2]
Molecular formula: C42H102F6N5O11P
Method: DFT, ωB97M-V/def2-TZVPD

Summary:
- net charge = +2
- E_tot (eV) = -100751.6337
- frontier orbital gap (eV) = 3.3

CARTESIAN COORDINATES (ANGSTROEM)
C  -6.065  -5.317  9.743
C  -5.216  -4.032  9.621
N  -5.405  -3.233  8.306
C  -4.560  -2.005  8.433
C  -5.041  -4.111  7.096
C  -3.583  -4.565  6.985
C  -6.887  -2.870  8.140
C  -7.433  -1.882  9.240
O  -6.992  -0.561  9.010
C  -7.567  0.320  10.041
H  -6.072  -5.996  8.891
H  -7.117  -5.209  10.009
H  -5.634  -5.810  10.614
H  -4.145  -4.225  9.685
H  -5.450  -3.388  10.469
H  -4.801  -1.349  9.269
H  -4.771  -1.478  7.503
H  -3.536  -2.374  8.492
H  -5.306  -3.533  6.210
H  -5.782  -4.906  7.010
H  -3.470  -5.205  6.110
H  -3.342  -5.170  7.859
H  -2.858  -3.754  6.909
H  -7.348  -3.850  8.011
H  -6.938  -2.386  7.164
H  -7.331  -2.035  10.315
H  -8.521  -1.937  9.199
H  -7.345  1.381  9.918
H  -7.254  -0.078  11.006
H  -8.654  0.373  10.110
C  -3.465  5.537  -4.879
C  -4.220  4.686  -5.947
N  -4.396  5.458  -7.300
C  -5.011  6.822  -6.968
C  -3.025  5.597  -7.909
C  -2.257  4.246  -8.269
C  -5.501  4.749  -8.142
C  -5.596  5.195  -9.713
O  -5.522  6.588  -10.029
C  -5.216  6.658  -11.420
H  -3.540  4.979  -3.945
H  -3.913  6.483  -4.573
H  -2.443  5.720  -5.209
H  -5.209  4.486  -5.535
H  -3.737  3.709  -5.957
H  -5.162  7.386  -7.888
H  -4.298  7.421  -6.402
H  -5.865  6.570  -6.338
H  -2.514  6.283  -7.233
H  -3.220  6.123  -8.844
H  -2.129  3.805  -7.281
H  -1.276  4.563  -8.622
H  -2.685  3.497  -8.936
H  -6.377  4.711  -7.495
H  -5.199  3.702  -8.161
H  -6.475  4.646  -10.052
H  -4.712  4.645  -10.034
H  -4.286  7.204  -11.580
H  -6.035  7.183  -11.911
H  -5.342  5.729  -11.977
C  -0.287  6.827  5.705
C  1.209  7.130  5.711
N  1.846  7.491  4.337
C  3.094  8.326  4.596
C  2.272  6.199  3.624
C  2.996  5.060  4.340
C  0.764  8.129  3.380
C  1.321  8.732  2.046
O  1.900  7.784  1.190
C  2.222  8.160  -0.155
H  -0.713  6.716  6.702
H  -0.554  5.902  5.194
H  -0.956  7.638  5.416
H  1.700  6.287  6.198
H  1.425  7.963  6.380
H  3.608  8.460  3.644
H  3.679  7.739  5.304
H  2.717  9.297  4.916
H  2.967  6.590  2.882
H  1.350  5.809  3.192
H  2.116  4.531  4.708
H  3.765  5.469  4.994
H  3.428  4.448  3.548
H  0.206  8.835  3.995
H  -0.020  7.418  3.120
H  2.174  9.384  2.234
H  0.602  9.455  1.660
H  1.316  8.455  -0.685
H  2.554  7.181  -0.500
H  3.072  8.833  -0.269
C  1.170  -3.006  -9.709
C  1.588  -2.685  -8.246
N  1.972  -3.916  -7.258
C  2.544  -3.259  -5.970
C  0.674  -4.719  -6.821
C  0.824  -5.921  -5.968
C  2.967  -4.977  -7.877
C  4.232  -4.431  -8.557
O  3.971  -3.916  -9.865
C  5.060  -4.186  -10.725
H  1.092  -2.141  -10.368
H  0.131  -3.331  -9.737
H  1.657  -3.858  -10.185
H  0.744  -2.250  -7.711
H  2.363  -1.941  -8.061
H  2.907  -4.065  -5.332
H  1.725  -2.726  -5.488
H  3.440  -2.753  -6.328
H  0.267  -4.981  -7.797
H  0.097  -3.986  -6.258
H  -0.178  -6.141  -5.602
H  1.239  -5.782  -4.969
H  1.209  -6.822  -6.445
H  2.354  -5.576  -8.550
H  3.324  -5.521  -7.003
H  4.866  -5.311  -8.658
H  4.747  -3.624  -8.036
H  5.912  -3.598  -10.384
H  4.909  -3.945  -11.778
H  5.411  -5.218  -10.702
C  4.735  -6.184  2.822
C  5.004  -4.855  3.734
N  6.219  -4.014  3.419
C  5.873  -3.311  2.050
C  6.334  -2.886  4.462
C  7.428  -1.750  4.507
C  7.593  -4.787  3.405
C  7.771  -5.560  4.688
O  6.989  -6.718  4.696
C  7.241  -7.599  5.694
H  3.882  -6.802  3.102
H  5.549  -6.896  2.957
H  4.728  -5.862  1.780
H  5.130  -5.035  4.801
H  4.143  -4.201  3.598
H  5.664  -4.102  1.330
H  6.772  -2.783  1.732
H  4.932  -2.763  2.091
H  6.341  -3.272  5.481
H  5.323  -2.486  4.387
H  7.628  -1.332  3.521
H  8.348  -2.204  4.875
H  6.965  -1.076  5.228
H  8.274  -3.990  3.109
H  7.505  -5.531  2.613
H  7.637  -4.924  5.562
H  8.834  -5.798  4.716
H  8.232  -8.039  5.582
H  6.499  -8.396  5.649
H  6.890  -7.163  6.629
O  -5.759  -7.317  1.329
C  -5.062  -8.432  1.139
O  -3.923  -8.298  0.773
O  -5.493  -9.579  1.293
H  -5.213  -6.589  1.023
O  3.164  2.709  -3.860
C  4.499  2.586  -3.971
O  5.203  2.436  -2.970
O  5.007  2.404  -5.079
H  3.317  2.554  -2.925
P  -1.765  -0.394  0.735
F  -2.854  -1.605  1.068
F  -1.186  -0.569  2.272
F  -0.736  -1.583  0.234
F  -0.554  0.690  0.465
F  -2.142  -0.270  -0.811
F  -2.908  0.717  1.219

=====

Q: Which ΔE to the lowest compared entry with this formula, charge and spin values were calculated for the entries above? A: 0.0; 161.1, in kcal per mole.